ORCA calculation (wB97M-V/def2-TZVPD) on a 2-piece molecular cluster, C4H7N2S2 overall.

## Properties
**HOMO-LUMO gap (alpha / beta)**: 6.07 / 6.11 eV
**2S+1**: 1
**Total charge**: +1

Positions of all 15 atoms, in Å:
S (-1.3483, 0.0362, 3.1364)
S (-0.3537, 1.9480, 1.0609)
N (-0.1660, -0.6892, -1.7889)
N (0.9938, 0.4177, -0.2109)
C (0.7508, -0.8609, 0.1819)
C (0.4972, 0.6431, -1.5906)
C (0.0427, -1.4377, -0.7326)
C (-1.1025, 1.3189, 2.2137)
H (-2.3863, 0.5129, 3.9327)
H (1.3314, 0.7126, -2.3900)
H (-0.3988, 1.2843, -1.5246)
H (1.8443, 0.9335, -0.0019)
H (1.0682, -1.2505, 1.0707)
H (-0.4514, -1.1000, -2.6678)
H (-0.3213, -2.4690, -0.6889)


ORCA calculation (wB97M-V/def2-TZVPD) on ClH8N3Si2 as an isolated structure.

## Properties
**HOMO-LUMO gap**: 9.15 eV
**2S+1**: 1

Positions of all 14 atoms, in Å:
Cl (-3.0975, -1.3246, 0.5223)
Si (0.6555, -1.8819, 0.5194)
Si (-1.6085, -0.2424, -0.2172)
N (-0.0618, -0.2885, 0.1603)
N (1.5227, 1.9878, 0.2970)
N (-1.8882, 0.8391, -1.4468)
H (0.8804, -2.0865, 2.0071)
H (-2.5448, 0.8195, -2.1899)
H (-0.5175, -2.7021, 0.3429)
H (1.6510, 2.3703, 1.1470)
H (2.6212, 2.0175, 0.0573)
H (1.3960, 1.2506, 0.6543)
H (-1.0472, 1.0308, -2.0066)
H (2.0386, -1.7895, 0.1528)


ORCA calculation (wB97M-V/def2-TZVPD) on an isolated molecule of ClNO3.

## Properties
**HOMO-LUMO gap**: 10.94 eV
**2S+1**: 1

Positions of all 5 atoms, in Å:
Cl (-1.4774, 1.2477, -0.0153)
O (-0.6368, -1.0880, 0.1727)
O (1.5190, -0.6994, -0.0253)
O (0.2091, 0.9696, -0.1461)
N (0.3860, -0.4299, 0.0140)


ORCA calculation (wB97M-V/def2-TZVPD) on C39H40F6OP2Pd as an isolated structure.

## Properties
**HOMO-LUMO gap (alpha / beta)**: 7.80 / 4.98 eV
**2S+1**: 5
**Total charge**: +2
**⟨S²⟩**: 6.055

Positions of all 89 atoms, in Å:
Pd (-2.9396, -0.1554, 1.8196)
P (2.5464, 2.0211, -3.4356)
P (2.8728, -1.0600, -3.7991)
F (-6.4095, -1.5533, 6.5910)
F (-8.8994, -0.6468, 3.3577)
F (-7.2307, 0.0029, 2.0915)
F (-7.4835, -2.1314, 2.5617)
F (-7.1350, -2.9914, 5.0937)
F (-8.4593, -1.3992, 5.8215)
O (-5.3458, -0.8465, 3.9650)
C (-2.5102, -1.7565, 4.1767)
C (-6.8919, 0.6700, 5.0214)
C (3.2160, 5.4069, -5.6827)
C (-3.9499, -1.7247, 1.1442)
C (5.4756, -3.8565, -5.5042)
C (-7.5703, -0.8725, 3.0756)
C (6.1535, -3.1050, -6.4714)
C (4.4037, 5.9608, -5.1745)
C (1.6900, 3.9543, -1.5442)
C (4.1840, -0.1355, -2.9573)
C (1.1342, 4.3203, -0.3188)
C (4.0451, -1.9634, -4.9675)
C (1.1261, -4.2673, -1.9977)
C (-1.6478, -1.4566, 3.1252)
C (3.0703, -3.7400, -0.6443)
C (3.3753, 3.5470, -4.1096)
C (5.0979, 5.2706, -4.1776)
C (3.3453, -2.6280, -1.4480)
C (0.4096, 2.0221, 0.0518)
C (-2.3485, -1.2847, 5.5595)
C (-3.3340, 0.9476, 4.8534)
C (2.5423, -2.3746, -2.5640)
C (-0.4857, -0.4868, 3.2900)
C (1.9674, -4.5600, -0.9124)
C (5.7337, -1.7898, -6.7170)
C (4.5941, 4.0781, -3.6438)
C (-0.9093, 0.7819, 4.0176)
C (-2.4015, 1.1349, 3.8448)
C (1.6724, 2.6090, -1.9318)
C (-7.1604, -1.6944, 5.4578)
C (0.5087, 3.3552, 0.4835)
C (1.4020, -3.1716, -2.8195)
C (1.0087, 1.6391, -1.1482)
C (4.6948, -1.2172, -5.9773)
C (4.0214, 1.2024, -2.7596)
C (2.7201, 4.1974, -5.1821)
C (-6.5711, -0.6726, 4.3469)
C (-3.2885, -0.0811, 5.8925)
C (4.4128, -3.3024, -4.7823)
H (4.7531, 1.8016, -2.2041)
H (-1.3220, -1.0188, 5.8194)
H (-2.5053, 2.1178, 3.3407)
H (-6.3231, 0.7304, 5.9558)
H (-4.2329, 1.5680, 4.8680)
H (-3.6085, -1.9846, 0.1139)
H (-3.4177, -2.3480, 3.9782)
H (-6.6026, 1.5302, 4.4007)
H (-0.5872, 0.7720, 5.0677)
H (0.0918, 3.6402, 1.4552)
H (1.1883, 5.3623, 0.0038)
H (3.7217, -3.9623, 0.2020)
H (4.7779, 6.9166, -5.5507)
H (-1.5547, -2.1792, 2.3069)
H (-5.0062, -1.3904, 1.1719)
H (3.8934, -3.9173, -4.0465)
H (4.4096, -0.1764, -6.1513)
H (-0.1339, -0.2055, 2.2792)
H (2.6704, 5.9374, -6.4657)
H (2.1551, 4.7013, -2.1811)
H (0.7594, -2.9349, -3.6679)
H (-0.1361, 1.2847, 0.6559)
H (1.8095, 3.7651, -5.6055)
H (-3.0284, 0.3413, 6.8758)
H (-0.3459, 1.6207, 3.5790)
H (4.1799, -1.9745, -1.2092)
H (6.2359, -1.2115, -7.4959)
H (-7.9596, 0.6934, 5.2465)
H (6.9897, -3.5387, -7.0268)
H (-3.8212, -2.5686, 1.8657)
H (0.3691, -0.9647, 3.7941)
H (1.7539, -5.4250, -0.2786)
H (-2.6535, -2.0961, 6.2356)
H (-4.3013, -0.4842, 6.0212)
H (0.9927, 0.5983, -1.4806)
H (6.0418, 5.6715, -3.7976)
H (5.1669, 3.5841, -2.8627)
H (5.7722, -4.8869, -5.3128)
H (5.0980, -0.6686, -2.6634)
H (0.2577, -4.8973, -2.2090)


How do the records compare in energy relative to the best compared isomer or geometry (same formula, charge and spin)? In the order shown, they have 90.5, 108.1, 0.4, 23.0 kcal/mol.
How do the records compare in E? In the order shown, they have -28901.8756, -32876.9004, -20148.9888, -81479.1868 eV.